No. 1
{"formula": "C11H13Cu2N2O9", "method": "ωB97M-V/def2-TZVPD", "symbols": ["Cu", "Cu", "O", "C", "O", "O", "H", "O", "C", "O", "O", "H", "O", "C", "O", "O", "H", "N", "C", "C", "C", "C", "H", "H", "H", "H", "H", "N", "C", "C", "C", "C", "H", "H", "H", "H", "H"], "xyz": [[18.900, -3.732, 8.987], [11.610, -4.740, 6.905], [15.783, -6.253, 13.033], [16.208, -5.094, 12.504], [17.123, -4.985, 11.706], [15.648, -4.058, 12.886], [16.252, -6.818, 12.415], [16.438, -8.041, 6.623], [15.920, -6.843, 6.983], [14.711, -6.633, 7.129], [16.729, -5.946, 7.272], [17.332, -7.710, 6.740], [13.870, -2.619, 7.744], [14.451, -1.737, 8.575], [13.765, -0.827, 9.168], [15.611, -1.971, 8.835], [14.689, -3.118, 7.696], [10.884, 4.903, 7.148], [10.315, 4.117, 6.211], [11.087, 3.098, 5.892], [12.254, 3.237, 6.686], [12.112, 4.367, 7.418], [10.431, 5.644, 7.663], [9.319, 4.429, 5.934], [10.825, 2.286, 5.229], [13.043, 2.500, 6.716], [12.817, 4.668, 8.179], [11.020, -3.972, 2.567], [12.108, -4.811, 2.784], [13.148, -4.038, 3.157], [12.731, -2.728, 3.394], [11.474, -2.630, 2.830], [10.172, -4.278, 2.112], [11.973, -5.861, 2.570], [14.059, -4.455, 3.561], [13.252, -1.875, 3.803], [10.797, -1.790, 2.773]], "homo_ev": [-10.0, -10.0], "total_charge": 1, "energy_ev": -122287.898, "gap_ev": [4.0, 3.3], "s2": 2.01, "multiplicity": 3}


No. 2
{"formula": "C11H13FN3", "method": "ωB97M-V/def2-TZVPD", "symbols": ["C", "C", "C", "N", "C", "N", "N", "C", "C", "C", "C", "F", "C", "C", "C", "H", "H", "H", "H", "H", "H", "H", "H", "H", "H", "H", "H", "H"], "xyz": [[2.163, 1.443, 0.592], [1.028, 1.886, 1.421], [1.155, 3.284, 2.074], [-0.101, 1.207, 1.563], [-0.467, 0.050, 0.867], [-1.079, -0.978, 1.439], [-1.306, -1.867, 0.581], [-1.820, -3.131, 0.957], [-0.915, -1.515, -0.691], [-1.118, -2.117, -1.941], [-0.561, -1.386, -2.993], [-0.536, -1.939, -4.236], [-0.068, -0.104, -2.870], [0.101, 0.514, -1.627], [-0.314, -0.203, -0.531], [1.846, 0.674, -0.071], [3.027, 1.000, 1.111], [2.830, 2.145, 0.014], [1.345, 3.900, 1.079], [2.008, 3.467, 2.622], [0.257, 3.516, 2.711], [-0.873, 1.576, 2.176], [-1.226, -4.033, 0.534], [-1.785, -3.034, 2.053], [-2.851, -3.141, 0.528], [-1.551, -3.066, -2.086], [0.469, 0.295, -3.670], [0.345, 1.556, -1.607]], "smiles": "CC(C)=[NH+]c1nn(C)c2cc(F)ccc12", "homo_ev": -11.9, "total_charge": 1, "energy_ev": -18797.567, "gap_ev": 7.6, "multiplicity": 1}


No. 3
{"formula": "C11H13IrN2O6", "method": "ωB97M-V/def2-TZVPD", "symbols": ["O", "C", "Ir", "C", "O", "C", "O", "C", "O", "C", "O", "H", "C", "N", "C", "C", "C", "N", "C", "C", "O", "H", "H", "H", "H", "H", "H", "H", "H", "H", "H", "H", "H"], "xyz": [[1.437, -4.437, 2.003], [0.713, -3.970, 1.263], [-2.380, -1.680, -1.929], [-1.730, 0.087, -1.632], [-1.317, 1.161, -1.429], [-3.860, -1.235, -3.365], [-4.687, -1.045, -4.150], [-3.167, -2.331, -0.361], [-3.586, -2.723, 0.649], [-1.011, -2.718, -2.697], [-0.117, -3.347, -3.109], [-0.546, -2.973, -0.048], [-0.972, 0.449, 2.309], [0.145, 1.000, 1.579], [0.330, 2.431, 1.602], [1.733, 2.763, 1.157], [1.994, 2.139, -0.184], [1.724, 0.723, -0.112], [2.257, -0.127, -1.154], [0.756, 0.172, 0.681], [0.438, -1.040, 0.589], [-0.675, -0.477, 2.808], [-1.819, 0.227, 1.645], [-1.291, 1.179, 3.060], [-0.403, 2.924, 0.930], [0.133, 2.776, 2.625], [2.450, 2.389, 1.895], [1.849, 3.847, 1.089], [3.037, 2.256, -0.489], [1.360, 2.608, -0.950], [1.494, -0.369, -1.909], [3.083, 0.402, -1.640], [2.626, -1.064, -0.726]], "homo_ev": [-17.7, -19.9], "total_charge": 3, "energy_ev": -29683.120, "gap_ev": [7.4, 4.3], "s2": 8.80, "multiplicity": 6}


No. 4
{"formula": "C11H13N", "method": "ωB97M-V/def2-TZVPD", "symbols": ["C", "C", "C", "C", "C", "C", "C", "C", "C", "C", "C", "N", "H", "H", "H", "H", "H", "H", "H", "H", "H", "H", "H", "H", "H"], "xyz": [[-0.597, 0.849, -2.629], [-0.922, 2.151, -2.178], [-0.132, -0.043, -1.738], [-0.782, 2.440, -0.863], [0.074, 0.199, -0.314], [-0.340, 1.545, 0.169], [1.147, -1.547, 1.476], [-0.295, 2.104, 2.707], [1.135, -2.249, 0.126], [0.651, -0.880, 0.267], [0.174, -3.395, -0.111], [-0.429, 2.196, 1.378], [-0.719, 0.592, -3.670], [-1.275, 2.897, -2.872], [0.140, -1.035, -2.066], [-1.046, 3.450, -0.558], [0.436, -1.875, 2.225], [2.100, -1.248, 1.899], [-0.517, 2.965, 3.299], [0.058, 1.197, 3.159], [2.099, -2.396, -0.355], [-0.802, -3.165, 0.309], [0.549, -4.306, 0.355], [0.055, -3.582, -1.178], [-0.762, 3.135, 1.163]], "homo_ev": [-5.3, -8.6], "energy_ev": -13102.819, "gap_ev": [6.2, 8.0], "s2": 2.03, "multiplicity": 3}


No. 5
{"formula": "C11H13N2P", "method": "ωB97M-V/def2-TZVPD", "symbols": ["C", "C", "C", "N", "N", "C", "C", "C", "C", "C", "C", "H", "H", "H", "H", "H", "H", "H", "H", "H", "H", "C", "C", "P", "H", "H", "H"], "xyz": [[-0.436, -4.359, -0.225], [-0.809, -3.058, -0.200], [-0.004, -1.960, -0.669], [-0.540, -0.761, -0.656], [0.326, 0.174, -1.182], [0.183, 1.585, -0.981], [-0.995, 2.155, -0.567], [-1.136, 3.428, -0.234], [-0.044, 4.280, -0.328], [1.210, 3.758, -0.783], [1.282, 2.427, -1.227], [-1.000, -5.225, 0.151], [0.642, -4.693, -0.396], [-1.686, -2.940, 0.372], [0.927, -2.251, -0.997], [1.241, -0.202, -1.413], [-1.684, 1.346, -0.410], [-2.081, 3.829, 0.085], [-0.225, 5.316, -0.164], [2.109, 4.412, -0.898], [2.102, 1.998, -1.913], [-0.438, -1.425, 2.340], [0.874, -1.728, 1.751], [2.294, -1.893, 1.124], [-0.784, -2.452, 2.647], [-0.272, -0.686, 3.186], [-1.056, -1.073, 1.586]], "smiles": "C=C/C=N/Nc1ccccc1.CC#P", "homo_ev": -7.5, "energy_ev": -23881.760, "gap_ev": 7.8, "multiplicity": 1}


No. 6
{"formula": "C11H13N3O2", "method": "ωB97M-V/def2-TZVPD", "symbols": ["N", "C", "C", "N", "C", "O", "N", "C", "C", "O", "C", "C", "C", "C", "C", "C", "H", "H", "H", "H", "H", "H", "H", "H", "H", "H", "H", "H", "H"], "xyz": [[-0.331, -4.014, 1.574], [-0.345, -2.977, 1.058], [-0.528, -1.796, 0.276], [0.763, -1.112, 0.075], [1.256, -0.659, -1.031], [0.784, -0.972, -2.084], [2.309, 0.215, -1.054], [2.973, 0.700, -2.191], [2.274, 1.971, -2.622], [0.888, 1.980, -3.081], [-1.424, -0.850, 1.106], [-2.799, -0.656, 0.827], [-3.508, 0.312, 1.525], [-2.890, 0.973, 2.570], [-1.666, 0.641, 2.995], [-0.911, -0.247, 2.271], [-0.992, -2.077, -0.698], [1.212, -0.891, 0.939], [2.674, 0.527, -0.103], [4.057, 0.891, -2.053], [2.862, -0.021, -3.108], [2.346, 2.738, -1.850], [2.878, 2.341, -3.486], [0.638, 1.116, -2.923], [-3.393, -1.332, 0.037], [-4.558, 0.682, 1.234], [-3.446, 1.591, 3.300], [-1.274, 1.177, 3.809], [0.151, -0.251, 2.686]], "smiles": "N#C[C@H](NC(=O)NCCO)c1ccccc1", "homo_ev": -9.7, "energy_ev": -20181.441, "gap_ev": 10.1, "multiplicity": 1}


No. 7
{"formula": "C11H13NO", "method": "ωB97M-V/def2-TZVPD", "symbols": ["O", "C", "C", "N", "C", "C", "C", "C", "C", "C", "C", "C", "C", "H", "H", "H", "H", "H", "H", "H", "H", "H", "H", "H", "H", "H"], "xyz": [[-2.167, -0.545, 2.550], [-3.232, -0.383, 1.561], [-2.806, 0.772, 0.721], [-1.433, 0.631, 0.264], [-0.262, 0.805, 1.014], [0.759, 0.323, 0.233], [0.249, -0.128, -0.977], [-1.145, -0.017, -0.961], [1.484, -0.703, -1.704], [2.423, 0.409, -2.083], [2.859, 0.905, -0.911], [2.292, 0.116, 0.308], [2.294, -1.122, -0.448], [-1.276, -0.604, 2.153], [-3.379, -1.278, 1.021], [-4.154, -0.132, 1.976], [-3.405, 0.942, -0.092], [-2.715, 1.662, 1.303], [-0.078, 1.269, 1.881], [-1.856, -0.288, -1.788], [1.332, -1.444, -2.518], [2.741, 0.465, -3.172], [3.479, 1.735, -0.853], [2.844, -0.015, 1.252], [3.317, -1.437, -0.779], [1.833, -1.940, 0.048]], "smiles": "OCCn1cc2c(c1)[C@H]1C=C[C@@H]2C1", "homo_ev": -8.2, "energy_ev": -15151.763, "gap_ev": 9.2, "multiplicity": 1}


No. 8
{"formula": "C11H13NO2", "method": "ωB97M-V/def2-TZVPD", "symbols": ["O", "C", "C", "C", "C", "C", "C", "C", "C", "C", "N", "C", "C", "H", "H", "H", "H", "H", "H", "H", "H", "H", "H", "H", "O", "H", "H"], "xyz": [[-3.693, -0.571, 0.371], [-2.545, -0.539, 0.736], [-1.935, -0.779, 2.151], [-0.431, -0.223, 2.372], [0.474, -0.373, 1.187], [1.859, -0.173, 1.219], [2.564, -0.270, 0.019], [1.897, -0.231, -1.204], [0.528, -0.369, -1.231], [-0.189, -0.330, -0.029], [-1.571, -0.334, -0.284], [-1.846, -0.028, -1.663], [-0.523, -0.379, -2.332], [-2.699, -0.566, 2.949], [-1.620, -1.848, 2.165], [-0.016, -0.667, 3.258], [-0.578, 0.864, 2.502], [2.424, -0.278, 2.138], [3.634, -0.298, -0.022], [2.490, -0.339, -2.111], [-2.164, 1.060, -1.905], [-2.729, -0.610, -2.002], [-0.349, 0.235, -3.249], [-0.817, -1.481, -2.584], [2.712, 3.001, -1.155], [2.952, 2.081, -0.796], [2.173, 3.442, -0.503]], "smiles": "O=C1CCc2cccc3c2N1CC3.O", "homo_ev": -8.2, "energy_ev": -17202.627, "gap_ev": 8.8, "multiplicity": 1}